[1]
# C35H57Br10F17N2O4P3

A cluster of 6 separate species, C35H57Br10F17N2O4P3 in total at a distorted geometry (wB97M-V/def2-TZVPD, OMol25).

Structure (XYZ):
```
128
Properties=species:S:1:pos:R:3
C -4.076 1.301 -0.553
C -3.803 -0.194 -0.805
C -3.878 -1.084 0.456
C -5.105 -0.677 1.281
P -2.209 -1.264 1.383
C -2.695 -0.336 3.004
C -3.349 -1.145 4.073
N -2.661 -1.606 5.031
O -3.013 -2.748 2.160
N -2.281 -3.845 2.155
O -2.926 -4.847 2.318
O -0.678 -1.697 2.080
C 0.438 -0.945 1.581
P 1.089 -0.205 3.177
C 0.664 -1.204 4.659
C 2.907 0.132 3.099
P 1.574 -2.348 0.961
C 0.579 -3.695 0.203
C 2.296 -3.203 2.437
C 1.316 -4.069 3.268
C -0.063 0.081 0.477
C 0.015 -0.392 -0.991
C 1.371 -0.506 -1.743
C 2.653 0.051 -1.110
C 1.224 0.180 -3.121
C 0.332 1.578 0.591
F 1.600 1.782 1.046
F 0.341 2.104 -0.661
C -0.595 2.553 1.388
F -1.070 2.095 2.543
F -1.627 2.856 0.584
C 0.073 3.948 1.708
F -0.938 4.853 1.734
F 0.882 4.362 0.734
C 0.788 4.066 3.089
F 1.822 4.928 2.906
F 1.339 2.931 3.525
C -0.055 4.692 4.234
F -1.308 4.226 4.316
F -0.113 6.016 4.033
C 0.602 4.491 5.656
F 0.206 5.558 6.390
F 1.937 4.544 5.619
C 0.080 3.255 6.430
F -1.102 3.535 6.992
F -0.086 2.179 5.654
C 1.044 2.832 7.606
F 1.598 3.878 8.207
F 1.948 1.959 7.191
F 0.295 2.203 8.528
O -1.486 0.098 0.659
H -3.748 1.613 0.433
H -3.600 1.913 -1.315
H -5.151 1.457 -0.613
H -4.628 -0.537 -1.442
H -2.901 -0.363 -1.387
H -4.095 -2.081 0.079
H -5.067 0.319 1.707
H -5.317 -1.435 2.028
H -5.976 -0.690 0.614
H -1.884 -2.200 0.343
H -1.748 -0.058 3.459
H -3.219 0.602 2.821
H -4.426 -1.319 4.082
H -3.261 -2.131 5.666
H 0.229 -0.532 5.386
H 1.597 -1.565 5.111
H 0.044 -2.070 4.482
H 3.422 -0.272 3.972
H 3.327 -0.397 2.242
H 3.146 1.185 3.012
H -0.218 -3.363 -0.454
H 0.142 -4.397 0.913
H 1.274 -4.274 -0.408
H 2.865 -2.534 3.074
H 3.023 -3.887 1.999
H 1.383 -5.116 2.971
H 0.274 -3.781 3.161
H 1.593 -4.043 4.322
H -0.442 -1.376 -0.960
H -0.665 0.182 -1.609
H 1.540 -1.554 -1.989
H 3.493 -0.501 -1.522
H 2.741 -0.023 -0.034
H 2.799 1.093 -1.423
H 0.232 0.010 -3.543
H 1.321 1.256 -3.004
H 1.974 -0.179 -3.825
Br -1.131 -7.020 2.421
C -0.269 -8.712 2.846
C 0.599 -9.204 1.717
Br -0.461 -9.959 0.268
H -1.058 -9.412 3.104
H 0.339 -8.512 3.727
H 1.243 -10.016 2.050
H 1.207 -8.416 1.283
Br 2.201 3.068 -5.752
C 0.498 3.990 -5.565
C 0.508 4.966 -4.421
Br 0.333 4.026 -2.733
H -0.262 3.224 -5.448
H 0.354 4.502 -6.515
H -0.355 5.628 -4.473
H 1.416 5.561 -4.376
Br -1.639 0.170 -7.039
C -3.333 1.064 -6.689
C -3.214 2.048 -5.556
Br -3.159 1.158 -3.827
H -4.064 0.286 -6.496
H -3.585 1.576 -7.616
H -4.088 2.694 -5.520
H -2.318 2.656 -5.623
Br 1.262 1.031 -9.702
C 0.973 -0.877 -9.461
C 1.276 -1.649 -10.716
Br -0.143 -1.463 -12.037
H -0.052 -0.999 -9.127
H 1.651 -1.170 -8.662
H 1.330 -2.715 -10.503
H 2.195 -1.329 -11.196
Br 3.791 3.366 -1.903
C 5.653 3.360 -2.483
C 5.972 2.218 -3.410
Br 6.176 0.539 -2.452
H 6.263 3.353 -1.586
H 5.782 4.308 -3.002
H 6.933 2.382 -3.894
H 5.207 2.063 -4.165
```

The gap between HOMO and LUMO is 5.9 eV. For the molar mass, the calculation gives 1784.8 g mol⁻¹. For the HOMO energy, the calculation gives -4.237 eV. As for the total charge: -1.

=====

[2]
# C35H57CaN2O2P2

A structure of composition C35H57CaN2O2P2 at a distorted geometry (wB97M-V/def2-TZVPD, OMol25).

Structure (XYZ):
```
99
Properties=species:S:1:pos:R:3
C 1.778 -1.957 -1.069
C 1.836 0.246 -1.856
C 2.731 -2.362 -2.003
C 2.617 -0.181 -2.966
C 3.107 -1.474 -3.009
H 3.112 -3.383 -1.935
H 2.888 0.568 -3.709
H 3.771 -1.800 -3.808
N 1.307 -0.695 -0.973
P -0.335 -2.864 0.657
P 1.357 2.490 -0.168
C 1.349 -3.030 -0.053
H 1.435 -4.028 -0.517
H 2.081 -3.011 0.772
C 1.677 1.654 -1.680
H 1.762 2.255 -2.594
C -0.048 3.774 -0.622
C 3.096 3.293 0.011
C -1.417 -3.715 -0.671
C -0.084 -3.978 2.187
C -1.365 3.217 -0.045
H -1.310 3.061 1.047
H -2.172 3.947 -0.214
H -1.691 2.286 -0.538
C 0.251 5.127 0.035
H 0.343 5.049 1.126
H 1.155 5.598 -0.368
H -0.586 5.814 -0.173
C -0.196 3.964 -2.133
H -0.958 4.743 -2.306
H 0.734 4.312 -2.603
H -0.538 3.052 -2.641
C 3.157 4.047 1.351
H 2.937 3.384 2.203
H 4.171 4.453 1.488
H 2.452 4.887 1.387
C 4.125 2.147 0.001
H 3.879 1.363 0.725
H 4.187 1.684 -0.993
H 5.114 2.561 0.252
C 3.399 4.223 -1.169
H 3.404 3.676 -2.122
H 2.698 5.060 -1.254
H 4.411 4.640 -1.030
C -1.466 -4.292 2.778
H -1.333 -4.805 3.743
H -2.051 -3.380 2.963
H -2.058 -4.957 2.136
C 0.744 -3.163 3.201
H 1.758 -2.949 2.837
H 0.266 -2.207 3.458
H 0.844 -3.749 4.129
C 0.672 -5.285 1.905
H 0.811 -5.806 2.865
H 0.124 -5.965 1.246
H 1.668 -5.109 1.480
C -1.121 -3.096 -2.051
H -1.847 -3.499 -2.775
H -1.238 -2.003 -2.050
H -0.114 -3.348 -2.411
C -2.886 -3.443 -0.302
H -3.109 -2.368 -0.284
H -3.527 -3.912 -1.061
H -3.154 -3.868 0.674
C -1.181 -5.227 -0.747
H -0.129 -5.485 -0.931
H -1.545 -5.756 0.144
H -1.759 -5.610 -1.602
Ca -0.552 0.113 0.616
C 1.971 0.318 1.875
O 2.677 0.051 2.748
N -2.623 -0.006 -0.695
C -3.056 0.042 -1.801
C -3.090 0.294 -3.208
C -4.277 0.358 -3.965
C -1.854 0.558 -3.825
C -4.202 0.682 -5.320
H -5.243 0.166 -3.493
C -1.795 0.884 -5.177
H -0.928 0.531 -3.242
C -2.967 0.953 -5.926
H -5.114 0.734 -5.915
H -0.828 1.099 -5.630
H -2.917 1.231 -6.982
C -0.723 -0.208 5.166
C -1.521 -0.099 3.883
O -0.828 0.719 2.871
C -0.338 2.005 3.388
C -1.445 2.807 4.039
H 0.312 -0.521 4.978
H -1.190 -0.944 5.831
H -0.704 0.747 5.705
H -1.676 -1.081 3.410
H -2.506 0.357 4.063
H 0.487 1.798 4.082
H 0.100 2.535 2.527
H -1.679 2.413 5.033
H -1.116 3.842 4.168
H -2.360 2.808 3.432
```

The gap between HOMO and LUMO is 5.5 eV. For the molar mass, the calculation gives 639.9 g mol⁻¹. For the HOMO energy, the calculation gives -8.302 eV. As for the total charge: +1. Its relative energy (zero: lowest compared OMol25 entry of this formula, charge and spin) is 0.000 eV.

=====

[3]
# C35H57N2O2P2Ti

A structure of composition C35H57N2O2P2Ti at a distorted geometry (wB97M-V/def2-TZVPD, OMol25).

Structure (XYZ):
```
99
Properties=species:S:1:pos:R:3
C -2.054 -1.585 -0.787
C 0.109 -1.412 -1.682
C -2.396 -2.574 -1.705
C -0.192 -2.357 -2.652
C -1.454 -2.958 -2.653
H -3.407 -2.970 -1.683
H 0.566 -2.610 -3.399
H -1.707 -3.690 -3.417
N -0.791 -1.131 -0.710
P -2.595 0.726 0.713
P 2.346 -0.537 -0.052
C -3.067 -0.984 0.155
H -4.047 -0.942 -0.348
H -3.187 -1.634 1.042
C -0.227 2.026 1.715
O -0.190 3.114 2.180
C 1.361 -0.564 -1.694
H 2.061 -0.879 -2.484
C 3.743 0.730 -0.374
C 3.123 -2.260 0.034
C -3.304 1.787 -0.686
C -3.599 0.905 2.304
C 3.273 2.104 0.144
H 2.985 2.062 1.202
H 4.106 2.818 0.034
H 2.424 2.496 -0.423
C 5.025 0.365 0.394
H 4.844 0.263 1.472
H 5.508 -0.543 0.017
H 5.746 1.187 0.262
C 4.084 0.869 -1.864
H 4.881 1.624 -1.952
H 4.457 -0.062 -2.305
H 3.234 1.229 -2.452
C 3.760 -2.393 1.432
H 3.145 -1.896 2.197
H 3.837 -3.461 1.688
H 4.770 -1.965 1.478
C 1.996 -3.301 -0.092
H 1.169 -3.084 0.599
H 1.606 -3.353 -1.117
H 2.395 -4.293 0.177
C 4.162 -2.511 -1.085
H 3.980 -1.921 -1.993
H 5.194 -2.345 -0.744
H 4.098 -3.571 -1.378
C -3.489 2.343 2.834
H -3.867 2.354 3.868
H -2.452 2.692 2.855
H -4.096 3.053 2.259
C -2.988 -0.033 3.356
H -3.106 -1.094 3.100
H -1.926 0.173 3.531
H -3.517 0.136 4.308
C -5.077 0.518 2.138
H -5.494 0.350 3.142
H -5.678 1.309 1.680
H -5.205 -0.409 1.568
C -2.716 1.374 -2.047
H -3.188 1.999 -2.822
H -1.636 1.546 -2.096
H -2.926 0.325 -2.289
C -2.916 3.245 -0.395
H -1.834 3.369 -0.259
H -3.227 3.862 -1.250
H -3.424 3.632 0.496
C -4.830 1.649 -0.791
H -5.165 0.607 -0.868
H -5.348 2.139 0.039
H -5.154 2.151 -1.714
Ti -0.114 0.362 0.733
N 0.373 1.476 -0.788
C 0.859 0.932 -1.851
C 0.899 1.567 -3.178
C 0.731 2.959 -3.223
C 1.061 0.838 -4.378
C 0.823 3.639 -4.438
H 0.544 3.481 -2.280
C 1.145 1.522 -5.592
H 1.110 -0.252 -4.340
C 1.040 2.918 -5.624
H 0.724 4.721 -4.458
H 1.289 0.947 -6.511
H 1.121 3.444 -6.574
C 0.385 -0.771 4.767
C 0.973 -0.418 3.421
O 0.249 -1.029 2.305
C -0.390 -2.335 2.549
C 0.577 -3.393 3.021
H -0.678 -0.530 4.854
H 0.910 -0.167 5.512
H 0.536 -1.822 5.020
H 0.947 0.668 3.255
H 2.025 -0.726 3.342
H -1.195 -2.168 3.275
H -0.861 -2.614 1.600
H 0.322 -3.674 4.047
H 0.452 -4.294 2.412
H 1.628 -3.087 2.972
```

The gap between HOMO and LUMO (alpha / beta) is 6.2 / 7.8 eV. For the molar mass, the calculation gives 647.7 g mol⁻¹. For the HOMO energy (alpha / beta), the calculation gives -9.025 / -10.582 eV. As for the total charge: +1. The multiplicity is 3. Its relative energy (zero: lowest compared OMol25 entry of this formula, charge and spin) is 0.000 eV.

=====

[4]
# C35H57N6O3OsS2Si

A structure of composition C35H57N6O3OsS2Si at a distorted geometry (wB97M-V/def2-TZVPD, OMol25).

Structure (XYZ):
```
105
Properties=species:S:1:pos:R:3
Os 11.202 10.425 12.339
O 17.037 13.698 11.908
S 18.344 12.932 12.366
C 18.090 11.240 11.773
C 16.738 10.677 12.066
C 16.618 9.214 11.616
C 15.477 8.416 12.258
S 13.852 8.388 11.448
O 13.128 9.628 12.077
C 14.295 8.910 9.807
C 14.160 10.188 9.376
C 14.790 10.529 8.198
C 15.369 9.555 7.412
C 15.328 8.209 7.791
C 14.880 7.884 9.055
C 18.233 12.945 14.169
C 17.036 12.687 14.854
C 16.957 12.966 16.224
C 18.100 13.529 16.838
C 19.283 13.738 16.149
C 19.378 13.423 14.808
H 18.883 10.722 12.341
H 18.343 11.288 10.747
H 15.976 11.265 11.610
H 16.547 10.667 13.110
H 17.540 8.746 12.044
H 16.626 9.032 10.558
H 15.334 8.681 13.260
H 15.735 7.342 12.154
H 13.693 10.944 10.000
H 14.758 11.557 7.892
H 15.839 9.804 6.490
H 15.790 7.455 7.182
H 15.143 6.979 9.558
H 16.199 12.315 14.286
H 16.054 12.795 16.750
H 18.043 13.840 17.870
H 20.166 14.184 16.601
H 20.237 13.591 14.221
N 10.592 12.384 12.481
C 9.877 13.314 12.349
N 9.192 14.376 12.211
C 9.799 15.557 11.563
C 8.728 16.448 11.032
O 7.840 16.757 12.144
C 7.194 15.599 12.681
C 8.154 14.569 13.272
H 10.533 15.194 10.817
H 10.331 16.156 12.326
H 8.151 15.963 10.264
H 9.139 17.425 10.676
H 6.562 15.099 11.954
H 6.558 16.056 13.488
H 7.538 13.693 13.455
H 8.746 14.910 14.144
C 5.991 7.799 11.115
C 6.179 6.526 11.980
C 5.687 6.779 13.379
C 7.652 6.175 11.935
N 8.508 7.217 12.524
C 8.819 7.468 13.841
N 9.590 8.475 13.940
N 9.778 8.885 12.610
N 9.143 8.092 11.790
H 4.960 8.093 11.013
H 6.240 7.562 10.084
H 6.517 8.692 11.544
H 5.583 5.691 11.560
H 5.991 7.696 13.908
H 5.949 5.947 14.115
H 4.626 6.785 13.344
H 7.942 6.042 10.860
H 7.936 5.269 12.465
H 8.479 6.803 14.638
C 15.144 15.442 11.078
Si 16.982 15.328 11.113
C 17.721 14.908 9.370
C 19.076 14.164 9.445
C 17.790 16.140 8.485
C 16.623 14.034 8.678
C 17.727 16.693 12.132
C 17.099 16.630 13.538
C 19.196 16.639 12.313
C 17.290 17.989 11.429
H 14.832 16.344 10.604
H 14.723 15.379 12.061
H 14.773 14.573 10.492
H 19.827 14.646 10.010
H 19.467 13.982 8.435
H 18.855 13.168 9.899
H 18.606 16.822 8.800
H 16.925 16.775 8.458
H 18.038 15.925 7.466
H 16.348 13.177 9.289
H 17.024 13.644 7.735
H 15.767 14.686 8.440
H 17.359 15.674 14.067
H 16.036 16.791 13.618
H 17.532 17.403 14.145
H 19.594 15.745 12.863
H 19.496 17.520 12.920
H 19.749 16.717 11.413
H 16.215 18.203 11.316
H 17.770 18.104 10.429
H 17.657 18.844 11.954
```

The gap between HOMO and LUMO (alpha / beta) is 8.7 / 6.4 eV. For the molar mass, the calculation gives 892.3 g mol⁻¹. For the HOMO energy (alpha / beta), the calculation gives -15.553 / -15.553 eV. As for the total charge: +3. The multiplicity is 5. Its relative energy (zero: lowest compared OMol25 entry of this formula, charge and spin) is 0.000 eV.

=====

Q: Among the records above, which one has the highest total charge?
A: C35H57N6O3OsS2Si

=====

Q: Which of these has the lowest molar mass?
A: C35H57CaN2O2P2